Entry 1:
Formula: C28H47BrN6O2OsSSbSi3
Source: the Open Molecules 2025 dataset
Level of theory: ωB97M-V with the def2-TZVPD basis set

**Molar mass**: 1007.9 g mol⁻¹
**Energy relative to the best compared isomer or geometry (same formula, charge and spin)**: 2.1 kcal/mol
**LUMO (alpha / beta)**: -8.566 / -10.264 eV
**Net charge**: +3
**Spin multiplicity**: 5

Atoms and positions in Å:
Os -0.2702 -0.8697 0.9645
O 1.1812 2.6448 -2.1995
C 1.9670 1.6680 -2.7542
C 2.6083 1.9865 -3.9429
C 3.3810 1.0386 -4.5899
C 3.5144 -0.2395 -4.0623
C 2.8963 -0.5438 -2.8628
C 2.1298 0.4066 -2.1828
C 1.6003 0.1392 -0.8038
O 0.1855 -0.0703 -0.7356
N 2.2532 -1.0404 -0.2323
N 1.6180 -1.4116 0.9420
C 2.2274 -2.1931 1.8049
C 1.5678 -2.7694 2.9046
Br -0.3499 -2.5250 2.9048
C 2.0901 -3.5684 3.8844
C 3.4705 -3.7743 4.1934
C 3.8151 -4.9861 4.8249
C 5.1351 -5.2731 5.1018
C 6.1203 -4.3373 4.8044
C 5.7901 -3.1074 4.2355
C 4.4781 -2.8240 3.9281
H 0.9309 2.4164 -1.2981
H 2.5169 2.9878 -4.3380
H 3.8857 1.3026 -5.5096
H 4.1092 -0.9846 -4.5713
H 3.0105 -1.5346 -2.4442
H 1.8109 1.0038 -0.1470
H 3.2582 -0.9348 -0.1282
H 3.2651 -2.4606 1.6306
H 1.3808 -4.1277 4.4881
H 3.0402 -5.7031 5.0664
H 5.4007 -6.2132 5.5646
H 7.1526 -4.5528 5.0467
H 6.5609 -2.3686 4.0656
H 4.2147 -1.8379 3.5666
C -5.3742 -0.1283 1.7181
C -4.1851 0.5563 2.2727
N -4.1636 1.3689 3.2744
N -2.8543 1.7145 3.4414
C -2.0393 1.1316 2.5753
S -0.3534 1.2532 2.3999
N -2.8808 0.3830 1.8125
N -2.4144 -0.3424 0.7000
H -6.2383 0.1506 2.3166
H -5.2655 -1.2141 1.7657
H -5.5527 0.1638 0.6833
H -2.5951 2.3471 4.1869
H -2.9964 -1.1757 0.6037
H -2.5372 0.2249 -0.1458
C -2.7786 3.9526 -5.9658
Si -1.6048 4.1516 -4.5345
C 0.1497 4.3420 -5.0912
C -2.0723 5.4508 -3.2880
Sb -1.9130 1.8818 -3.2473
Si -4.2647 2.0884 -2.2048
C -4.9709 0.3520 -2.1520
C -5.3614 3.1516 -3.2591
C -4.0184 2.8102 -0.4872
Si -1.6556 -0.3129 -4.6319
C -3.0500 -0.1974 -5.8560
C 0.0208 -0.2209 -5.4045
C -1.8977 -1.7272 -3.4408
H -2.8526 4.9069 -6.4955
H -3.7880 3.6603 -5.6752
H -2.3910 3.2201 -6.6769
H 0.2150 5.2155 -5.7457
H 0.5069 3.4801 -5.6559
H 0.8034 4.5126 -4.2354
H -1.9859 6.4445 -3.7343
H -1.3882 5.4161 -2.4373
H -3.0938 5.3467 -2.9212
H -4.9591 -0.0905 -3.1500
H -6.0169 0.3885 -1.8339
H -4.4436 -0.3434 -1.4938
H -5.5432 2.6958 -4.2339
H -4.9848 4.1621 -3.4100
H -6.3290 3.2337 -2.7538
H -3.0651 2.5315 -0.0277
H -4.8362 2.5234 0.1798
H -4.0255 3.9010 -0.5401
H -2.9022 0.6180 -6.5653
H -4.0255 -0.0737 -5.3838
H -3.0807 -1.1282 -6.4313
H 0.1865 0.7438 -5.8866
H 0.1058 -0.9921 -6.1753
H 0.8130 -0.3823 -4.6736
H -2.9509 -1.8260 -3.1682
H -1.2932 -1.6748 -2.5313
H -1.6183 -2.6522 -3.9554


Entry 2:
Formula: C34H31N3O2SiTa
Source: the Open Molecules 2025 dataset
Level of theory: ωB97M-V with the def2-TZVPD basis set

**Molar mass**: 722.7 g mol⁻¹
**Energy relative to the best compared isomer or geometry (same formula, charge and spin)**: 13.0 kcal/mol
**LUMO**: -4.276 eV
**Net charge**: +1

Atoms and positions in Å:
Ta -0.7262 0.1648 -0.9243
N -4.6534 -4.7188 0.5069
C -3.6356 -4.3353 0.1421
C -2.3606 -3.8635 -0.3215
C -1.3289 -4.7443 -0.6318
C -0.1508 -4.2381 -1.1546
C -0.0294 -2.8780 -1.3416
N -1.0180 -2.0250 -1.0185
C -2.1692 -2.5031 -0.5124
H -1.4629 -5.8073 -0.4837
H 0.6678 -4.8867 -1.4287
H 0.8655 -2.4342 -1.7450
H -2.9462 -1.7849 -0.3010
C 5.2103 4.7785 3.7762
C 4.3504 5.0105 2.5647
C 3.9006 6.2919 2.2672
C 3.0926 6.5312 1.1659
C 2.7417 5.4809 0.3393
C 3.1878 4.1962 0.6241
N 2.7264 3.1429 -0.2180
C 3.4970 2.3403 -0.9816
C 4.8750 2.6113 -1.1310
C 5.6849 1.7802 -1.8572
C 5.1896 0.6187 -2.4770
C 3.8620 0.3339 -2.3599
C 2.9877 1.1787 -1.6326
C 1.6183 0.7957 -1.5944
O 0.6662 1.6088 -1.1266
O 1.1915 -0.3270 -1.9593
C 3.9773 3.9344 1.7452
C 4.4052 2.5409 2.1155
H 5.4602 5.7200 4.2608
H 6.1416 4.2749 3.5110
H 4.7017 4.1484 4.5094
H 4.1877 7.1132 2.9120
H 2.7482 7.5333 0.9487
H 2.1231 5.6407 -0.5349
H 1.7295 3.0001 -0.2421
H 5.2799 3.5028 -0.6723
H 6.7328 2.0324 -1.9581
H 5.8474 -0.0227 -3.0447
H 3.4381 -0.5374 -2.8386
H 5.4773 2.4038 1.9533
H 3.8868 1.7812 1.5351
H 4.2143 2.3486 3.1720
C -2.5513 0.7659 -0.7495
H -3.5953 0.6219 -1.0022
H -2.3661 1.7905 -0.3628
C -2.4918 -3.7482 3.3298
C -1.1363 -3.8141 3.0466
C -0.4683 -2.6916 2.5681
C -1.1525 -1.4956 2.3507
C -2.5245 -1.4517 2.6243
C -3.1854 -2.5608 3.1259
Si -0.2711 -0.0361 1.6005
C -0.5517 1.6807 2.2925
C 0.5657 2.4537 2.6259
C 0.4284 3.7650 3.0662
C -0.8366 4.3211 3.1866
C -1.9585 3.5681 2.8645
C -1.8158 2.2658 2.4131
H -3.0121 -4.6185 3.7076
H -0.5908 -4.7335 3.2191
H 0.5987 -2.7449 2.3800
H -3.0868 -0.5437 2.4398
H -4.2445 -2.5113 3.3375
H 1.1981 -0.3062 1.6819
H 1.5604 2.0189 2.5576
H 1.3092 4.3445 3.3107
H -0.9508 5.3399 3.5331
H -2.9464 3.9980 2.9667
H -2.7046 1.7017 2.1549